(1)
DFT (the ωB97M-V functional and the def2-TZVPD basis) results for 8 unconnected molecules or ions with the total composition C31H64NO8.

charge = -1
relative energy (zero: lowest compared OMol25 entry of this formula, charge and spin) = 0.0 kJ/mol

XYZ file:
```
104
Properties=species:S:1:pos:R:3:forces:R:3:lowdin_charge:R:1
N 1.560 -3.465 2.238 -0.04 0.10 0.30 -0.113
C 0.220 -3.137 2.848 0.05 -0.09 0.01 -0.407
C -0.839 -4.091 2.330 0.25 -0.02 0.27 -0.347
C -2.257 -3.616 2.630 0.00 -0.07 0.05 -0.289
O -2.995 -3.203 1.463 -0.23 -0.03 0.08 -0.118
H 1.507 -4.361 1.757 0.01 -0.04 -0.08 0.000
H 1.805 -2.779 1.521 -0.04 -0.04 -0.15 0.004
H -0.046 -2.123 2.532 -0.07 0.08 -0.12 -0.003
H -0.695 -5.081 2.783 0.00 -0.10 -0.11 0.075
H -0.747 -4.281 1.225 -0.12 0.00 -0.14 0.079
H -2.198 -2.789 3.340 0.00 0.08 0.02 0.086
H -2.862 -4.403 3.084 -0.06 -0.04 0.01 0.093
H -2.342 -2.881 0.843 0.19 0.08 -0.15 0.022
C 0.568 -5.361 -2.639 -0.04 0.00 0.03 -0.164
C -0.827 -5.100 -3.211 0.06 -0.06 -0.01 -0.162
C -1.398 -4.133 -2.185 -0.01 -0.10 0.09 -0.195
O -0.289 -3.379 -1.693 -0.11 0.11 -0.16 -0.163
C 0.935 -3.987 -2.091 0.03 -0.01 0.02 -0.207
H 1.286 -5.722 -3.375 -0.01 0.00 -0.02 0.105
H 0.513 -6.086 -1.826 0.00 0.01 0.02 0.111
H -0.754 -4.611 -4.184 -0.01 0.00 -0.02 0.088
H -1.434 -5.998 -3.324 -0.01 0.00 0.02 0.111
H -1.862 -4.670 -1.350 0.00 0.02 0.01 0.120
H -2.130 -3.448 -2.614 0.01 0.02 -0.01 0.099
H 1.407 -3.366 -2.865 0.01 -0.02 0.00 0.111
H 1.597 -4.028 -1.225 -0.01 0.01 0.02 0.108
C -1.918 -0.020 -0.993 -0.03 -0.02 0.00 -0.154
C -1.691 1.442 -0.603 0.03 -0.05 -0.03 -0.161
C -1.255 1.291 0.850 -0.03 -0.02 0.07 -0.215
O -0.572 0.052 0.939 0.05 0.10 -0.01 -0.131
C -0.791 -0.720 -0.242 0.05 0.18 0.05 -0.196
H -1.872 -0.199 -2.067 0.02 0.01 -0.01 0.090
H -2.888 -0.365 -0.626 0.00 0.00 0.00 0.117
H -0.884 1.875 -1.199 0.00 0.01 0.00 0.100
H -2.572 2.074 -0.716 -0.02 -0.02 0.00 0.107
H -2.118 1.277 1.527 -0.02 0.02 -0.03 0.119
H -0.578 2.083 1.178 -0.05 0.04 0.03 0.093
H 0.130 -0.739 -0.832 -0.01 -0.04 -0.04 0.119
H -1.016 -1.742 0.042 0.10 -0.07 0.04 0.085
C -1.864 -0.471 -5.664 0.03 -0.02 -0.01 -0.162
C -1.372 -1.319 -6.837 -0.02 0.01 0.02 -0.167
C -1.223 -2.685 -6.180 0.03 0.03 0.04 -0.206
O -2.222 -2.749 -5.162 -0.03 0.06 -0.13 -0.174
C -2.779 -1.451 -4.944 -0.02 -0.01 0.04 -0.196
H -2.380 0.440 -5.965 0.00 0.00 -0.01 0.111
H -1.027 -0.192 -5.020 0.00 -0.01 0.01 0.116
H -2.130 -1.355 -7.623 -0.01 0.00 0.01 0.111
H -0.441 -0.963 -7.275 0.01 0.01 0.01 0.110
H -0.236 -2.794 -5.717 0.01 0.00 -0.01 0.116
H -1.374 -3.516 -6.871 -0.01 -0.01 0.00 0.118
H -3.794 -1.425 -5.357 0.01 0.02 -0.01 0.116
H -2.838 -1.274 -3.870 -0.01 -0.01 0.01 0.102
C 2.020 5.732 -0.217 -0.01 -0.02 -0.01 -0.167
C 2.745 4.405 -0.005 0.08 -0.03 0.04 -0.162
C 1.715 3.414 -0.522 -0.02 0.00 0.00 -0.193
O 0.999 4.086 -1.568 0.02 0.01 -0.03 -0.147
C 1.304 5.478 -1.540 0.00 -0.01 0.04 -0.215
H 2.684 6.595 -0.255 0.01 0.00 -0.01 0.108
H 1.294 5.893 0.583 0.00 -0.01 0.01 0.111
H 3.655 4.370 -0.609 -0.02 0.00 -0.03 0.114
H 3.006 4.211 1.034 -0.01 0.09 0.01 0.092
H 1.014 3.141 0.269 0.01 -0.03 0.01 0.099
H 2.155 2.501 -0.922 -0.03 -0.01 -0.03 0.123
H 1.949 5.723 -2.392 0.01 0.01 0.01 0.113
H 0.374 6.041 -1.640 -0.01 0.00 -0.01 0.113
C 2.731 2.997 5.440 0.09 0.04 0.05 -0.155
C 1.507 3.908 5.504 0.00 -0.02 -0.03 -0.161
C 1.850 4.954 4.450 0.00 -0.05 0.03 -0.209
O 2.631 4.285 3.463 0.06 0.04 -0.05 -0.167
C 3.032 2.994 3.948 -0.06 -0.04 0.02 -0.190
H 2.555 1.997 5.833 -0.04 -0.02 -0.03 0.119
H 3.559 3.443 5.998 -0.02 0.01 0.00 0.093
H 0.610 3.357 5.217 0.00 0.00 -0.01 0.116
H 1.340 4.347 6.488 0.02 0.00 0.02 0.108
H 2.442 5.772 4.880 -0.01 0.00 0.02 0.101
H 0.969 5.382 3.969 0.00 0.02 -0.02 0.114
H 2.461 2.221 3.426 -0.01 0.00 0.01 0.123
H 4.090 2.853 3.724 0.01 0.01 -0.02 0.114
C 5.520 7.254 6.937 0.01 -0.02 -0.01 -0.169
C 6.048 6.445 5.752 -0.03 0.01 0.00 -0.165
C 6.187 5.058 6.367 -0.02 0.02 -0.02 -0.202
O 5.165 4.960 7.359 0.00 -0.03 0.05 -0.151
C 4.592 6.244 7.601 -0.01 0.00 -0.05 -0.206
H 5.005 8.169 6.648 -0.01 0.00 -0.02 0.110
H 6.338 7.519 7.611 0.00 -0.01 0.00 0.111
H 5.310 6.429 4.947 -0.01 -0.01 0.00 0.111
H 6.987 6.820 5.347 0.01 0.01 0.01 0.110
H 7.163 4.929 6.847 0.00 0.01 -0.01 0.116
H 6.050 4.255 5.642 -0.01 -0.02 0.00 0.113
H 3.591 6.278 7.156 0.00 0.01 0.00 0.107
H 4.496 6.388 8.678 0.00 -0.01 0.01 0.116
C -6.608 -5.290 -4.093 0.01 0.02 -0.01 -0.170
C -5.776 -4.770 -5.265 0.00 -0.02 0.01 -0.167
C -4.371 -5.176 -4.841 -0.03 0.01 0.08 -0.205
O -4.519 -6.385 -4.090 0.02 -0.05 -0.06 -0.142
C -5.891 -6.594 -3.767 0.00 0.02 -0.01 -0.212
H -7.661 -5.438 -4.332 0.00 0.00 -0.01 0.107
H -6.541 -4.601 -3.249 0.01 0.00 0.00 0.115
H -6.062 -5.280 -6.189 0.00 -0.01 0.00 0.110
H -5.868 -3.696 -5.425 0.00 0.01 0.01 0.106
H -3.911 -4.413 -4.210 0.03 0.00 -0.01 0.102
H -3.703 -5.364 -5.682 0.02 0.00 0.01 0.117
H -6.282 -7.421 -4.373 -0.02 0.01 0.01 0.113
H -5.965 -6.872 -2.715 0.00 0.00 0.01 0.117
```
Forces are in eV/Å.

(2)
DFT (the ωB97M-V functional and the def2-TZVPD basis) results for 4 unconnected molecules or ions with the total composition C31H66B2NO19P3.

SMILES string = CB(O)C1=C(CB(O)O)C(=O)C(OCCNC[C@H](C)O)=CC1=O.CCOP(=O)(OCC)OCC.CCOP(=O)(OCC)OCC.CCOP(=O)(OCC)OCC

XYZ file:
```
122
Properties=species:S:1:pos:R:3:forces:R:3:lowdin_charge:R:1
C -3.765 -0.464 0.944 0.27 -0.40 -0.26 -0.058
B -2.239 -0.609 1.537 -0.18 0.23 2.47 -0.326
O -2.097 -0.533 3.029 -0.38 -1.88 -2.52 0.000
C -0.852 -0.777 0.676 1.29 -1.79 -2.58 0.042
C -0.686 -1.859 -0.331 0.67 2.79 1.58 -0.042
C -1.814 -2.967 -0.757 0.93 0.15 -0.40 -0.032
B -1.471 -4.502 -0.171 0.02 -1.29 0.19 -0.398
O -2.475 -5.596 -0.413 3.34 1.14 -1.34 0.011
O -0.210 -4.823 0.525 -1.81 -0.71 -3.20 0.038
C 0.796 -1.944 -1.103 2.35 -4.27 -3.06 -0.076
O 1.210 -3.052 -1.767 -3.06 6.66 4.09 -0.032
C 1.863 -0.656 -1.118 -1.57 1.93 2.22 -0.105
O 2.929 -0.649 -2.130 -1.91 -0.30 3.84 -0.127
C 4.244 -0.318 -1.561 2.46 0.37 -0.63 -0.160
C 5.437 -1.404 -2.002 -0.56 0.98 1.29 -0.196
N 5.029 -2.836 -1.669 1.58 0.46 -1.90 -0.092
C 6.327 -3.608 -1.478 0.32 -1.06 -0.40 -0.203
C 6.746 -3.851 0.094 0.97 -0.89 0.38 -0.357
C 6.670 -5.464 0.521 -0.27 0.37 -0.71 -0.096
O 5.986 -3.017 1.056 -0.42 -2.25 -1.08 -0.119
C 1.595 0.409 -0.106 0.40 -2.35 -2.10 0.081
C 0.367 0.305 0.977 0.57 1.80 3.22 -0.178
O 0.366 1.062 2.077 -0.09 -4.37 -6.81 -0.013
H -4.279 0.482 1.406 0.97 -1.81 -0.92 0.090
H -3.685 -0.389 -0.220 -0.65 -0.15 2.12 0.073
H -4.388 -1.423 1.288 1.21 2.07 -0.87 0.099
H -2.326 -1.411 3.454 0.25 1.62 -0.69 0.113
H -1.727 -3.086 -1.942 -0.15 0.18 2.47 0.147
H -2.924 -2.661 -0.551 2.24 -0.30 -0.20 0.111
H -2.045 -6.283 -1.036 -1.09 1.39 1.68 0.125
H 0.203 -5.564 -0.042 -0.77 1.47 1.58 0.127
H 4.284 -0.279 -0.390 -0.51 0.03 -2.34 0.137
H 4.578 0.705 -2.078 -0.80 -2.00 1.48 0.143
H 6.345 -1.151 -1.269 -1.95 -0.30 -1.76 0.137
H 5.758 -1.245 -3.119 -0.58 -0.34 2.05 0.127
H 4.592 -3.190 -2.566 0.53 0.36 1.64 0.116
H 6.214 -4.676 -1.993 0.28 2.24 1.12 0.129
H 7.217 -3.048 -2.010 -1.61 -1.20 0.96 0.115
H 7.891 -3.562 0.186 -2.49 -0.31 0.03 0.144
H 6.978 -5.638 1.637 -0.69 0.50 -2.15 0.085
H 5.568 -5.829 0.318 2.09 0.62 0.57 0.084
H 7.377 -6.119 -0.163 -1.40 1.47 1.34 0.087
H 5.126 -3.516 1.249 1.75 1.10 -0.60 0.112
H 2.294 1.347 -0.070 -1.54 -1.98 0.16 0.135
C -0.072 6.399 -6.617 -0.03 0.23 -0.13 -0.088
C 0.483 5.065 -7.075 0.22 0.10 -0.28 -0.305
O 0.913 4.279 -5.979 -0.60 0.55 -0.34 -0.236
P -0.226 3.627 -4.967 8.62 -3.82 -2.32 0.729
O -0.774 2.626 -6.013 -3.21 2.60 2.09 -0.240
O 0.774 2.533 -4.209 -1.27 0.68 0.80 -0.223
C 0.504 1.140 -4.290 -0.02 -0.49 -0.26 -0.299
C 1.223 0.515 -5.475 0.24 -0.05 -0.16 -0.069
O 0.387 4.746 -3.798 -3.74 -0.28 -0.13 -0.197
C -0.530 5.655 -3.211 -0.09 0.56 0.53 -0.315
C -1.867 5.035 -2.855 0.15 -0.10 0.28 -0.084
H -1.025 6.261 -6.102 -0.14 0.04 0.02 0.063
H -0.247 7.062 -7.474 -0.02 -0.12 0.15 0.081
H 0.616 6.894 -5.926 -0.01 -0.08 -0.11 0.083
H -0.255 4.520 -7.672 0.01 -0.01 0.02 0.107
H 1.357 5.237 -7.711 -0.03 -0.14 0.16 0.120
H -0.575 0.956 -4.325 0.18 0.04 -0.17 0.105
H 0.867 0.679 -3.366 0.07 0.25 -0.01 0.093
H 1.095 1.093 -6.396 -0.23 -0.06 0.22 0.071
H 0.863 -0.504 -5.649 0.06 0.09 0.04 0.079
H 2.300 0.473 -5.286 -0.13 -0.05 0.07 0.074
H -0.670 6.507 -3.879 -0.07 0.09 -0.01 0.092
H -0.060 6.040 -2.300 0.08 -0.10 -0.10 0.123
H -2.390 4.672 -3.745 -0.07 0.03 -0.19 0.066
H -2.510 5.774 -2.366 0.03 -0.13 -0.07 0.086
H -1.733 4.182 -2.181 0.00 0.15 -0.04 0.088
C -2.642 -7.883 4.046 -0.20 0.16 -0.02 -0.086
C -2.420 -9.113 4.903 -0.37 -0.07 0.10 -0.304
O -1.468 -9.986 4.322 -0.19 0.82 0.17 -0.235
P 0.125 -9.529 4.301 -3.55 -9.03 0.74 0.729
O 0.318 -9.655 5.832 1.40 4.02 -1.83 -0.239
O 0.763 -11.024 3.938 0.75 1.38 -0.51 -0.226
C 1.667 -11.655 4.834 0.11 -0.23 0.47 -0.306
C 0.924 -12.548 5.815 -0.19 -0.23 0.07 -0.078
O -0.091 -9.388 2.591 1.96 2.79 1.53 -0.195
C 0.200 -8.136 1.990 -0.04 0.42 -0.55 -0.321
C 1.453 -7.473 2.528 0.19 -0.21 -0.23 -0.082
H -1.761 -7.238 4.068 0.07 0.14 0.01 0.064
H -3.494 -7.301 4.416 0.18 -0.06 -0.05 0.082
H -2.831 -8.159 3.005 -0.03 -0.02 0.13 0.084
H -2.115 -8.833 5.916 0.02 -0.02 -0.02 0.108
H -3.359 -9.670 4.984 0.20 -0.07 -0.04 0.120
H 2.285 -10.911 5.348 -0.22 -0.13 0.03 0.103
H 2.351 -12.267 4.238 -0.16 0.11 -0.15 0.114
H 0.058 -12.051 6.263 0.29 0.12 -0.05 0.071
H 1.592 -12.876 6.618 -0.06 0.02 -0.09 0.077
H 0.538 -13.435 5.302 0.11 0.08 0.03 0.076
H -0.661 -7.475 2.103 0.00 0.13 -0.04 0.090
H 0.323 -8.317 0.917 -0.04 -0.16 0.06 0.122
H 1.356 -7.238 3.592 -0.10 0.10 0.12 0.070
H 1.646 -6.537 1.994 -0.01 -0.06 0.16 0.074
H 2.321 -8.131 2.414 -0.11 0.08 -0.04 0.089
C -5.704 11.189 1.253 -0.21 0.16 -0.01 -0.087
C -5.482 9.959 2.110 -0.37 -0.07 0.10 -0.304
O -4.530 9.087 1.530 -0.20 0.82 0.16 -0.236
P -2.937 9.544 1.509 -3.54 -9.04 0.78 0.728
O -2.744 9.417 3.040 1.39 4.02 -1.84 -0.236
O -2.299 8.049 1.145 0.72 1.39 -0.56 -0.232
C -1.395 7.418 2.041 0.12 -0.26 0.51 -0.306
C -2.138 6.525 3.023 -0.18 -0.22 0.07 -0.075
O -3.153 9.684 -0.202 1.95 2.80 1.53 -0.202
C -2.862 10.936 -0.803 0.02 0.37 -0.65 -0.318
C -1.609 11.600 -0.265 0.17 -0.21 -0.20 -0.089
H -4.823 11.835 1.275 0.07 0.14 0.02 0.063
H -6.556 11.772 1.623 0.18 -0.06 -0.05 0.082
H -5.893 10.913 0.212 -0.03 -0.03 0.13 0.083
H -5.177 10.239 3.124 0.01 -0.02 -0.02 0.108
H -6.421 9.402 2.192 0.20 -0.07 -0.04 0.120
H -0.777 8.162 2.556 -0.22 -0.13 0.02 0.103
H -0.711 6.806 1.445 -0.15 0.10 -0.14 0.112
H -3.005 7.022 3.470 0.29 0.13 -0.06 0.071
H -1.470 6.196 3.826 -0.07 0.01 -0.11 0.079
H -2.524 5.637 2.510 0.12 0.08 0.04 0.076
H -3.723 11.598 -0.690 -0.02 0.11 -0.02 0.093
H -2.739 10.756 -1.875 -0.05 -0.12 0.10 0.123
H -1.706 11.834 0.800 -0.09 0.09 0.13 0.067
H -1.416 12.536 -0.798 0.01 -0.10 0.13 0.086
H -0.741 10.942 -0.378 -0.11 0.10 -0.04 0.088
```
Forces are in eV/Å.

no.,orbital gap (eV),F_max (Eh/bohr),E_LUMO (eV)
1,2.56,0.007,2.179
2,7.55,0.189,-1.796